{
  "formula": "C24H28NO3PtSi",
  "method": "the ωB97M-V functional and the def2-TZVPD basis",
  "spin_multiplicity": 1,
  "largest_force_ev_per_a": 1.30,
  "energy_ev": -44103.1963,
  "total_charge": -1,
  "e_above_lowest_ev": 0.294,
  "orbital_gap_ev": 6.883,
  "elements": ["Pt", "C", "C", "C", "O", "C", "O", "O", "H", "H", "H", "H", "H", "H", "H", "C", "C", "C", "C", "C", "C", "N", "C", "C", "C", "C", "C", "C", "H", "H", "H", "H", "H", "H", "H", "H", "H", "H", "C", "Si", "C", "C", "C", "C", "C", "C", "C", "H", "H", "H", "H", "H", "H", "H", "H", "H", "H", "H"],
  "coordinates": [[-0.02857, -0.22826, -0.58089], [-0.47139, -3.99963, 2.08124], [-1.00177, -3.21086, 0.88614], [-2.27287, -3.83598, 0.33137], [-1.36229, -1.89691, 1.29872], [0.08758, -3.24603, -0.21629], [0.43338, -4.35411, -0.60371], [0.62091, -2.15727, -0.67460], [-1.22261, -4.00782, 2.87348], [0.44335, -3.54295, 2.46661], [-0.23847, -5.01976, 1.78207], [-2.99735, -3.98006, 1.13460], [-2.03847, -4.79261, -0.13087], [-2.71261, -3.17729, -0.41918], [-0.66333, -1.54839, 1.86587], [-3.49720, 3.65671, 1.40439], [-3.19129, 4.12751, 0.13541], [-2.43337, 3.37061, -0.74490], [-1.95010, 2.10449, -0.38156], [-2.25201, 1.64882, 0.91055], [-3.01302, 2.40865, 1.78031], [-1.12873, 1.33179, -1.20763], [-1.19205, 1.49479, -2.59547], [-2.40269, 1.74752, -3.26127], [-2.45276, 1.84969, -4.64090], [-1.30551, 1.70252, -5.41167], [-0.10472, 1.44368, -4.76429], [-0.04394, 1.34950, -3.38360], [-4.08801, 4.25163, 2.08928], [-3.53954, 5.10572, -0.17684], [-2.19221, 3.77082, -1.72028], [-1.87058, 0.67971, 1.20846], [-3.23287, 2.01849, 2.76742], [-3.31503, 1.82595, -2.68513], [-3.40648, 2.03885, -5.12062], [-1.34776, 1.78693, -6.48996], [0.80458, 1.31511, -5.33995], [0.89636, 1.14984, -2.88610], [2.03149, 2.29175, 0.52866], [1.95931, 0.46907, 0.09156], [3.26242, 0.17490, -1.23432], [2.63694, -0.48576, 1.59534], [3.11382, 0.17668, 2.73016], [3.62879, -0.51690, 3.81956], [3.67594, -1.90155, 3.79978], [3.20917, -2.58459, 2.68456], [2.69758, -1.88559, 1.59937], [3.04098, 2.56915, 0.84816], [1.32853, 2.56086, 1.31973], [1.77618, 2.88446, -0.35254], [4.26240, 0.33310, -0.81882], [3.12883, 0.84458, -2.08746], [3.19925, -0.85142, -1.60187], [3.08365, 1.25964, 2.76951], [3.99176, 0.02627, 4.68456], [4.07054, -2.44659, 4.64926], [3.24267, -3.66769, 2.65841], [2.34317, -2.43174, 0.73618]],
  "forces_ev_per_angstrom": [[-0.820, -0.552, -0.841], [-0.040, -0.038, -0.011], [0.051, 0.027, 0.028], [0.014, -0.004, -0.039], [-0.150, -0.088, 0.185], [0.257, 0.216, -0.218], [-0.012, -0.124, 0.035], [0.010, -0.298, 0.511], [-0.010, 0.001, 0.000], [0.000, 0.025, 0.016], [0.000, 0.001, -0.003], [-0.010, 0.027, 0.007], [-0.007, -0.009, 0.015], [0.004, 0.001, -0.004], [0.089, 0.065, -0.166], [0.005, 0.001, 0.022], [-0.011, -0.029, -0.026], [0.007, 0.072, 0.017], [0.322, -0.088, -0.033], [-0.033, 0.001, 0.024], [0.018, 0.020, 0.006], [-0.098, 0.413, 0.386], [-0.018, 0.148, 0.108], [-0.009, -0.133, -0.063], [0.022, 0.038, -0.017], [-0.013, 0.015, 0.034], [0.018, 0.013, 0.000], [0.057, 0.037, -0.032], [-0.012, -0.004, -0.005], [0.005, 0.002, -0.005], [-0.001, 0.018, 0.007], [-0.046, -0.010, 0.007], [0.008, -0.005, 0.002], [0.001, 0.030, 0.007], [-0.002, -0.014, -0.003], [-0.004, -0.023, -0.005], [0.003, 0.013, -0.002], [-0.013, -0.039, -0.013], [-0.038, 0.111, 0.047], [0.551, 0.155, 0.036], [0.034, -0.045, -0.108], [-0.205, -0.029, 0.119], [-0.038, 0.009, -0.019], [0.005, 0.044, -0.011], [-0.004, -0.040, 0.038], [0.018, 0.008, -0.029], [0.127, 0.047, 0.050], [-0.009, 0.039, -0.022], [-0.012, -0.013, 0.000], [-0.017, -0.005, -0.005], [0.002, 0.021, -0.028], [0.008, 0.004, 0.005], [0.006, -0.011, 0.020], [-0.014, 0.001, 0.017], [-0.008, 0.005, 0.000], [0.005, 0.000, -0.005], [-0.003, 0.001, -0.010], [0.010, -0.028, -0.028]],
  "nbo_charge": [0.37, -0.63, 0.13, -0.61, -0.73, 0.76, -0.68, -0.76, 0.20, 0.21, 0.23, 0.20, 0.23, 0.22, 0.48, -0.28, -0.20, -0.31, 0.27, -0.29, -0.19, -0.73, 0.26, -0.31, -0.19, -0.28, -0.20, -0.27, 0.20, 0.20, 0.21, 0.23, 0.20, 0.22, 0.20, 0.20, 0.20, 0.22, -1.15, 1.44, -1.14, -0.38, -0.23, -0.23, -0.23, -0.22, -0.24, 0.22, 0.24, 0.24, 0.22, 0.22, 0.25, 0.20, 0.20, 0.20, 0.21, 0.24]
}



{
  "formula": "C51H86FN5O10S2",
  "method": "the ωB97M-V functional and the def2-TZVPD basis",
  "spin_multiplicity": 1,
  "largest_force_ev_per_a": 1.20,
  "energy_ev": -106595.0240,
  "orbital_gap_ev": 7.619,
  "smiles": "CCCCCCCCCCCc1cnc2c(F)c(CCCCCN)cc(CCCSC(=S)n3ccnc3)c2n1.CCOC(C)=O.CCOC(C)=O.CCOC(C)=O.CCOC(C)=O.CCOC(C)=O",
  "elements": ["C", "C", "C", "C", "C", "C", "C", "C", "C", "C", "C", "C", "C", "N", "C", "C", "F", "C", "C", "C", "C", "C", "C", "N", "C", "C", "C", "C", "C", "S", "C", "S", "N", "C", "C", "N", "C", "C", "N", "H", "H", "H", "H", "H", "H", "H", "H", "H", "H", "H", "H", "H", "H", "H", "H", "H", "H", "H", "H", "H", "H", "H", "H", "H", "H", "H", "H", "H", "H", "H", "H", "H", "H", "H", "H", "H", "H", "H", "H", "H", "H", "H", "H", "H", "H", "O", "C", "O", "C", "C", "C", "H", "H", "H", "H", "H", "H", "H", "H", "O", "C", "O", "C", "C", "C", "H", "H", "H", "H", "H", "H", "H", "H", "O", "C", "O", "C", "C", "C", "H", "H", "H", "H", "H", "H", "H", "H", "O", "C", "O", "C", "C", "C", "H", "H", "H", "H", "H", "H", "H", "H", "O", "C", "O", "C", "C", "C", "H", "H", "H", "H", "H", "H", "H", "H"],
  "coordinates": [[1.02855, 3.46992, -1.84942], [0.11010, 2.68023, -2.82795], [0.86429, 1.75280, -3.79305], [0.80076, 0.26236, -3.46567], [1.79090, -0.24080, -2.40452], [1.53636, 0.27993, -0.98346], [1.50207, -0.83400, 0.06678], [0.72491, -0.44107, 1.32911], [-0.05874, -1.63158, 1.89638], [-1.13529, -1.16940, 2.86099], [-2.15484, -2.26055, 3.29829], [-1.68710, -3.64459, 3.00960], [-0.93072, -4.29995, 4.00428], [-0.44501, -5.49419, 3.89183], [-0.71284, -6.08939, 2.69555], [-0.22726, -7.39373, 2.47650], [0.46743, -7.95938, 3.48117], [-0.43187, -8.08992, 1.32345], [0.14497, -9.46066, 1.14647], [1.51849, -9.49986, 0.43721], [2.41499, -8.27511, 0.60795], [3.17813, -8.24068, 1.95147], [3.18024, -6.87648, 2.63230], [4.35181, -6.05975, 2.24472], [-1.19854, -7.45705, 0.33235], [-1.72145, -6.18530, 0.46572], [-2.52948, -5.68806, -0.72002], [-2.18480, -4.31925, -1.36139], [-3.41087, -3.46402, -1.73322], [-3.90099, -2.23583, -0.50729], [-4.02412, -0.78247, -1.47016], [-4.59359, -0.77415, -2.98697], [-3.59813, 0.42178, -0.87231], [-4.21119, 1.06652, 0.16710], [-3.48713, 2.18943, 0.42548], [-2.41720, 2.23830, -0.43916], [-2.49691, 1.17442, -1.19138], [-1.47137, -5.47311, 1.67838], [-1.97773, -4.21382, 1.86428], [2.02829, 3.05214, -1.89014], [0.66746, 3.31534, -0.83692], [1.03852, 4.52474, -2.08773], [-0.45022, 3.42739, -3.38197], [-0.61806, 2.11890, -2.25153], [1.89349, 2.07957, -3.92229], [0.38618, 1.87765, -4.76488], [-0.20917, -0.05846, -3.20966], [1.06360, -0.27125, -4.37992], [2.79024, 0.00804, -2.76052], [1.71857, -1.32699, -2.41748], [0.55908, 0.75941, -0.96875], [2.27129, 1.03676, -0.72879], [1.04156, -1.69930, -0.40967], [2.51750, -1.13617, 0.31867], [1.46146, -0.11569, 2.06059], [0.05139, 0.38491, 1.11418], [0.66102, -2.23852, 2.44279], [-0.46851, -2.17679, 1.05161], [-1.66168, -0.30729, 2.47103], [-0.64508, -0.81975, 3.76923], [-2.34370, -2.17718, 4.36586], [-3.08729, -2.07441, 2.78316], [-0.74946, -3.77031, 4.92781], [-0.53365, -10.06623, 0.55082], [0.18877, -9.94675, 2.11380], [2.06656, -10.33685, 0.87092], [1.41651, -9.74906, -0.61536], [1.90298, -7.33456, 0.41797], [3.17713, -8.35141, -0.16659], [4.22048, -8.46770, 1.74462], [2.80025, -9.02391, 2.60345], [2.26187, -6.32566, 2.45310], [3.21960, -7.05505, 3.70767], [4.98549, -5.95777, 3.02290], [4.03030, -5.12547, 2.03228], [-1.38829, -7.98975, -0.58675], [-3.59865, -5.75411, -0.52646], [-2.34299, -6.41453, -1.50426], [-1.46368, -3.74754, -0.79070], [-1.72542, -4.51997, -2.32734], [-3.29026, -2.99237, -2.70048], [-4.25254, -4.14118, -1.85528], [-5.09549, 0.73132, 0.67549], [-3.70370, 2.92421, 1.17406], [-1.79116, 0.92205, -1.96064], [-1.69876, -12.28246, -0.16228], [-1.01421, -12.60442, -1.09171], [-0.46153, -11.63636, -1.85174], [0.52245, -11.89642, -2.85618], [-0.10820, -12.26456, -4.18306], [-0.82273, -14.05252, -1.47745], [1.23455, -12.64832, -2.51341], [1.07635, -10.96439, -2.95778], [-0.68382, -13.18755, -4.11245], [0.65956, -12.39549, -4.94584], [-0.79147, -11.47891, -4.50489], [-1.65438, -14.35986, -2.10977], [-0.83248, -14.64771, -0.56821], [0.11404, -14.25707, -1.99026], [-1.13337, -3.37257, 7.15121], [-0.17272, -3.57366, 7.84254], [1.04720, -3.33991, 7.32764], [2.24700, -3.37183, 8.10512], [2.80975, -4.77376, 8.21274], [-0.29916, -4.16175, 9.22704], [2.08694, -2.91274, 9.08157], [2.94770, -2.73343, 7.56991], [2.12401, -5.44403, 8.73088], [3.75572, -4.76297, 8.75465], [2.97892, -5.18755, 7.21878], [-0.34913, -5.24634, 9.14247], [-1.22528, -3.79907, 9.66515], [0.50881, -3.88956, 9.90178], [-2.03454, 9.09608, -1.72313], [-1.54496, 8.06022, -1.35959], [-2.33817, 6.99187, -1.19357], [-1.83313, 5.67132, -0.94888], [-1.57728, 5.42737, 0.52127], [-0.07826, 7.96133, -1.00807], [-0.95084, 5.47675, -1.55967], [-2.61048, 4.99709, -1.30079], [-0.81133, 6.09469, 0.91899], [-1.25617, 4.39800, 0.67655], [-2.48712, 5.60386, 1.09666], [0.05665, 8.27766, 0.02524], [0.47273, 8.63709, -1.65750], [0.34407, 6.96802, -1.13787], [-2.69156, 16.04589, -3.18817], [-2.21628, 15.01527, -2.79702], [-3.01719, 13.95785, -2.59516], [-2.51230, 12.64224, -2.31844], [-2.23918, 12.43741, -0.84583], [-0.74839, 14.90365, -2.44874], [-1.63710, 12.42936, -2.93293], [-3.29481, 11.96082, -2.64433], [-1.46631, 13.11438, -0.47871], [-1.91619, 11.41256, -0.66860], [-3.14125, 12.62964, -0.26432], [-0.60039, 15.24599, -1.42552], [-0.19275, 15.54884, -3.12447], [-0.34353, 13.89953, -2.55600], [2.76249, 12.72356, -2.15706], [2.85137, 13.40791, -3.13750], [3.13974, 12.82135, -4.31546], [3.07601, 13.50967, -5.56725], [4.36412, 14.24478, -5.87448], [2.72600, 14.91260, -3.06931], [2.20618, 14.16716, -5.60295], [2.91039, 12.73109, -6.30973], [4.56794, 15.02367, -5.13963], [4.31236, 14.70729, -6.86030], [5.20512, 13.55194, -5.85601], [3.69275, 15.34094, -2.80873], [2.01136, 15.15738, -2.28967], [2.36708, 15.36910, -3.98902]],
  "forces_ev_per_angstrom": [[-0.572, -1.018, -0.136], [0.702, 0.585, 0.407], [-0.951, 0.073, -0.162], [0.858, -0.122, -0.051], [-0.298, 0.223, -0.259], [-0.056, -0.393, -0.203], [-0.043, 0.400, -0.258], [0.456, -0.652, -0.137], [0.274, 1.003, -0.002], [0.082, -0.430, 0.730], [0.042, 0.464, -0.279], [-0.526, -0.056, -0.568], [0.307, 0.192, 0.599], [-0.075, -0.099, -0.490], [0.078, -0.391, 0.013], [0.029, -0.100, 0.105], [0.012, -0.025, -0.028], [0.048, -0.138, 0.305], [-0.099, -0.138, -0.418], [0.208, 0.070, 0.532], [0.732, -0.392, -0.169], [-0.285, 0.351, -0.555], [0.569, -0.315, 0.746], [-0.487, 0.182, -0.266], [-0.062, 0.699, 0.181], [0.195, -0.343, -0.350], [0.269, 0.382, 0.016], [-0.287, 0.137, -0.057], [-0.326, -0.948, -0.085], [0.757, 0.604, 0.689], [-0.303, -0.576, -1.004], [0.215, 0.221, -0.156], [0.137, 0.108, 0.587], [-0.309, 0.370, 0.767], [0.139, -0.658, -0.604], [0.263, 0.176, 0.111], [-0.413, 0.224, 0.261], [-0.269, 0.104, -0.330], [0.209, -0.221, 0.182], [0.300, 0.218, 0.011], [0.007, 0.287, 0.235], [0.210, 0.227, 0.011], [-0.218, -0.061, -0.246], [0.217, 0.212, -0.126], [0.209, -0.013, 0.057], [0.083, -0.053, -0.199], [-0.204, 0.118, 0.054], [-0.123, -0.112, -0.144], [0.186, -0.005, 0.105], [0.113, -0.187, 0.114], [-0.092, 0.162, 0.055], [0.040, 0.195, 0.174], [-0.179, -0.155, 0.058], [0.128, -0.114, 0.033], [-0.159, 0.360, 0.276], [-0.118, 0.152, -0.044], [-0.077, -0.542, -0.160], [-0.189, -0.306, 0.043], [-0.234, 0.141, -0.261], [0.164, 0.151, 0.046], [-0.046, 0.059, 0.102], [-0.278, -0.168, -0.193], [0.036, 0.033, 0.214], [-0.225, -0.014, -0.011], [0.188, -0.014, 0.208], [0.070, -0.208, -0.080], [-0.294, 0.172, -0.203], [-0.264, 0.052, 0.065], [-0.011, 0.140, -0.241], [0.159, -0.190, 0.111], [-0.172, 0.056, 0.242], [-0.133, 0.025, -0.149], [-0.146, 0.081, 0.151], [0.104, -0.082, 0.064], [0.152, 0.104, -0.111], [0.022, -0.177, -0.114], [-0.140, 0.163, 0.288], [-0.173, -0.247, -0.053], [0.069, 0.094, 0.269], [0.269, -0.062, -0.022], [0.089, 0.398, 0.068], [-0.196, -0.029, -0.098], [-0.145, -0.341, -0.234], [0.138, 0.276, 0.072], [-0.307, -0.383, -0.113], [-0.034, 0.092, 0.076], [-0.118, -0.201, -0.136], [0.101, 0.221, 0.128], [0.050, -0.070, -0.219], [-0.130, -0.052, 0.035], [0.385, -0.051, 0.160], [-0.041, -0.030, 0.013], [-0.047, 0.046, 0.085], [0.063, -0.041, -0.004], [0.012, 0.013, 0.005], [0.047, 0.042, -0.009], [-0.009, 0.008, -0.019], [-0.177, 0.034, 0.021], [-0.083, 0.030, -0.126], [-0.094, 0.117, -0.056], [-0.001, -0.305, 0.099], [0.019, 0.267, -0.148], [0.192, -0.157, 0.102], [-0.106, -0.086, -0.024], [0.043, 0.363, 0.228], [-0.050, -0.036, 0.006], [-0.079, 0.035, -0.075], [0.019, 0.025, 0.064], [0.006, 0.017, -0.003], [0.034, 0.039, -0.014], [0.013, -0.015, -0.018], [-0.095, -0.102, -0.116], [0.069, -0.128, -0.057], [-0.098, 0.113, -0.056], [0.180, 0.015, 0.233], [-0.180, -0.014, -0.208], [0.058, -0.190, 0.141], [0.075, 0.126, 0.139], [0.139, -0.161, -0.384], [-0.015, 0.054, 0.040], [-0.054, 0.060, -0.038], [0.050, -0.021, -0.053], [-0.033, -0.025, -0.049], [-0.038, -0.038, -0.039], [-0.006, -0.010, 0.021], [-0.068, 0.146, 0.093], [-0.041, -0.035, 0.159], [-0.061, 0.051, -0.056], [0.128, 0.039, 0.237], [-0.152, -0.038, -0.209], [0.056, -0.207, 0.164], [0.060, 0.138, 0.140], [0.137, -0.216, -0.416], [0.010, 0.028, 0.015], [-0.058, 0.078, -0.040], [0.048, -0.035, -0.044], [-0.032, -0.023, -0.049], [-0.038, -0.047, -0.039], [-0.003, -0.017, 0.018], [-0.112, 0.190, 0.082], [-0.024, -0.008, 0.199], [-0.043, -0.106, 0.034], [0.159, 0.231, 0.086], [-0.128, -0.228, -0.051], [0.103, 0.143, -0.151], [0.061, 0.024, 0.128], [-0.365, 0.056, -0.173], [0.017, 0.021, 0.044], [-0.014, -0.079, 0.077], [-0.049, 0.047, -0.034], [-0.010, -0.011, -0.009], [-0.021, -0.032, -0.051], [0.031, -0.028, -0.018], [0.140, -0.054, 0.158], [0.156, 0.024, -0.030]],
  "lowdin_charge": [-0.09, -0.24, -0.20, -0.21, -0.19, -0.20, -0.20, -0.20, -0.21, -0.17, -0.12, -0.27, -0.06, 0.17, -0.14, -0.19, 0.08, -0.16, -0.11, -0.18, -0.20, -0.19, -0.28, 0.00, 0.03, -0.13, -0.14, -0.22, -0.48, 0.93, -1.08, 0.75, -0.16, -0.08, -0.13, 0.08, -0.16, -0.13, 0.21, 0.06, 0.06, 0.05, 0.10, 0.03, 0.11, 0.10, 0.10, 0.10, 0.11, 0.10, 0.08, 0.11, 0.10, 0.11, 0.11, 0.10, 0.12, 0.09, 0.10, 0.11, 0.11, 0.10, 0.09, 0.09, 0.12, 0.11, 0.09, 0.11, 0.10, 0.10, 0.10, 0.09, 0.10, 0.05, 0.05, 0.12, 0.12, 0.10, 0.08, 0.11, 0.03, 0.07, 0.12, 0.10, 0.09, 0.11, -0.53, -0.01, -0.24, -0.06, 0.01, 0.11, 0.12, 0.07, 0.08, 0.08, 0.10, 0.09, 0.07, 0.09, -0.52, 0.00, -0.23, -0.06, 0.02, 0.11, 0.12, 0.07, 0.08, 0.08, 0.10, 0.09, 0.07, 0.09, -0.52, 0.01, -0.23, -0.07, 0.02, 0.09, 0.11, 0.07, 0.06, 0.08, 0.10, 0.09, 0.06, 0.10, -0.53, 0.00, -0.23, -0.06, 0.00, 0.11, 0.12, 0.07, 0.06, 0.08, 0.10, 0.08, 0.07, 0.11, -0.53, 0.00, -0.24, -0.06, 0.01, 0.11, 0.12, 0.07, 0.08, 0.08, 0.10, 0.07, 0.07]
}